No. 1
A 12-piece molecular cluster, C60H60F6N6 overall. Source: the Open Molecules 2025 dataset; level of theory: ωB97M-V with the def2-TZVPD basis set.

* SMILES: c1cc[nH]c1.c1cc[nH]c1.c1cc[nH]c1.c1cc[nH]c1.c1cc[nH]c1.c1cc[nH]c1.Fc1ccccc1.Fc1ccccc1.Fc1ccccc1.Fc1ccccc1.Fc1ccccc1.Fc1ccccc1
* LUMO level: 0.0167 hartree
* frontier orbital gap: 8.421 eV
* total charge: 0
* ΔE to the lowest compared entry with this formula, charge and spin: 0.526 eV

Atoms and positions in Å:
C 5.6870 -13.5184 18.1683
C 6.9746 -13.0343 18.0932
C 7.5941 -13.6559 16.9733
N 6.6428 -14.3751 16.3079
C 5.4734 -14.2121 16.9828
H 4.8876 -13.2756 18.8528
H 7.3946 -12.3162 18.7819
H 8.6012 -13.5820 16.5903
H 6.7142 -14.9043 15.4506
H 4.5216 -14.5791 16.6281
C 12.2447 -13.5934 8.8629
C 12.4422 -12.3256 8.3784
C 12.6031 -11.4548 9.4216
N 12.5826 -12.2402 10.5627
C 12.4095 -13.5115 10.2271
H 11.9668 -14.3891 8.1877
H 12.6142 -12.0001 7.3631
H 12.8236 -10.3983 9.4594
H 12.7014 -11.9147 11.5114
H 12.1881 -14.2672 10.9662
C 15.3757 -15.3916 14.6993
C 16.3433 -14.6989 15.5114
C 17.4236 -14.4882 14.6332
N 17.1150 -15.0414 13.4229
C 15.8652 -15.5580 13.4263
H 14.3922 -15.7120 15.0099
H 16.2513 -14.5202 16.5725
H 18.4311 -14.1736 14.8620
H 17.7675 -15.0272 12.6520
H 15.4431 -15.9954 12.5336
C 7.9111 -20.4563 12.3521
C 8.9668 -21.2765 11.8519
C 9.7346 -20.4904 11.0146
N 9.1830 -19.2388 10.9128
C 8.0295 -19.2248 11.6451
H 7.2020 -20.7904 13.0951
H 9.2227 -22.2828 12.1491
H 10.5977 -20.6745 10.3920
H 9.5196 -18.4712 10.3493
H 7.4313 -18.3322 11.7538
C 11.8994 -17.6885 9.2782
C 10.7937 -16.8642 9.3537
C 9.7775 -17.4723 8.6279
N 10.2953 -18.4975 7.9074
C 11.5446 -18.8113 8.4905
H 12.8432 -17.4093 9.7227
H 10.6655 -15.9309 9.8818
H 8.7632 -17.1195 8.5128
H 9.8617 -19.1622 7.2827
H 12.0329 -19.7429 8.2456
C 12.2724 -11.9052 13.8025
C 13.6704 -12.0372 13.6808
C 14.2194 -10.8596 13.1796
N 13.1296 -10.0328 12.9989
C 11.9680 -10.6480 13.2569
H 11.5712 -12.6764 14.0852
H 14.2532 -12.9377 13.8061
H 15.1922 -10.4921 12.8881
H 13.1953 -9.1398 12.5316
H 11.0215 -10.1676 13.0574
F 8.4366 -22.8060 19.3812
C 8.9000 -22.5541 18.1055
C 8.4368 -21.4513 17.3680
C 8.9259 -21.2862 16.0107
C 9.7647 -22.2406 15.5157
C 10.1079 -23.3672 16.2802
C 9.6970 -23.5339 17.6143
H 7.8062 -20.6931 17.8084
H 8.7256 -20.4327 15.3800
H 10.2188 -22.1766 14.5379
H 10.7190 -24.1444 15.8456
H 10.0030 -24.4235 18.1447
F 9.5017 -19.1088 18.7547
C 10.6316 -19.0967 19.5147
C 10.8489 -18.0316 20.3209
C 11.9589 -17.9350 21.1748
C 12.8827 -19.0199 21.0265
C 12.6590 -20.0965 20.1718
C 11.4485 -20.1637 19.4462
H 10.1088 -17.2472 20.2634
H 12.0636 -16.9647 21.6373
H 13.8040 -19.0073 21.5900
H 13.3789 -20.8998 20.1182
H 11.1942 -21.0070 18.8213
F 16.2289 -21.3209 16.1080
C 15.5319 -20.2483 16.5192
C 14.6048 -19.6723 15.6643
C 13.9870 -18.5101 16.0313
C 14.1900 -17.9519 17.2785
C 15.0552 -18.5416 18.2151
C 15.8066 -19.6325 17.7490
H 14.5219 -20.0943 14.6737
H 13.3418 -17.9313 15.3870
H 13.5793 -17.1500 17.6662
H 15.2405 -18.1458 19.2027
H 16.5526 -20.0556 18.4055
F 14.3964 -10.2995 17.6085
C 13.6090 -11.3675 17.7938
C 13.9441 -12.5815 17.3237
C 13.0918 -13.6319 17.5147
C 11.8559 -13.4187 18.1630
C 11.4666 -12.1968 18.6418
C 12.3771 -11.1516 18.4243
H 14.9156 -12.7042 16.8682
H 13.2785 -14.6299 17.1465
H 11.2371 -14.2887 18.3262
H 10.4798 -11.9172 18.9803
H 12.0652 -10.1542 18.6967
F 10.2981 -15.8791 16.0327
C 10.6898 -16.7359 15.1778
C 10.3392 -18.0840 15.2949
C 10.7297 -18.9340 14.2595
C 11.4318 -18.4395 13.1700
C 11.8031 -17.0664 13.0826
C 11.4325 -16.2534 14.1086
H 9.6487 -18.4471 16.0417
H 10.4259 -19.9693 14.2129
H 11.5508 -19.0463 12.2845
H 12.3285 -16.6210 12.2508
H 11.7836 -15.2321 14.1093
F 10.2840 -13.8911 12.4052
C 9.0911 -13.3346 12.2200
C 8.4703 -13.4331 10.9659
C 7.2463 -12.9320 10.6882
C 6.6429 -12.2953 11.7507
C 7.1764 -12.1591 13.0227
C 8.4628 -12.6212 13.2302
H 9.0012 -14.0013 10.2164
H 6.7005 -13.0459 9.7632
H 5.7009 -11.8755 11.4302
H 6.6050 -11.5118 13.6714
H 8.8545 -12.5222 14.2318

No. 2
One molecule with the formula C6H14O. Source: the Open Molecules 2025 dataset; level of theory: ωB97M-V with the def2-TZVPD basis set.

* SMILES: CC(C)C[C@@H](C)O
* LUMO level: 0.0334 hartree
* frontier orbital gap: 11.101 eV
* total charge: 0
* ΔE to the lowest compared entry with this formula, charge and spin: 0.213 eV

Atoms and positions in Å:
C -0.2058 -0.0939 -2.0162
C 0.5348 0.5698 -0.8531
C 1.9993 0.8018 -1.2204
C 0.4258 -0.2381 0.4453
C -0.9861 -0.2845 1.0333
C -1.0281 -0.9074 2.4216
O -1.5454 1.0272 1.0837
H -0.1354 0.5183 -2.9223
H -1.2713 -0.2402 -1.8036
H 0.2265 -1.0759 -2.2485
H 0.0671 1.5426 -0.6557
H 2.0880 1.3743 -2.1505
H 2.5254 -0.1503 -1.3656
H 2.5211 1.3557 -0.4322
H 1.1186 0.1787 1.1906
H 0.7468 -1.2751 0.2680
H -1.6132 -0.8988 0.3710
H -0.3441 -0.4029 3.1129
H -0.7506 -1.9655 2.3752
H -2.0406 -0.8315 2.8295
H -2.3325 0.9959 0.5370

No. 3
C13H28F2InN4O5 as an isolated structure. Source: the Open Molecules 2025 dataset; level of theory: ωB97M-V with the def2-TZVPD basis set.

* LUMO level: 0.0811 hartree
* frontier orbital gap: 7.386 eV
* total charge: -1

Atoms and positions in Å:
O -5.3622 3.1215 5.1951
C -5.0519 2.1768 4.5354
N -4.7611 1.1681 3.9434
In -3.9199 1.6228 1.9924
O -2.9081 -0.0164 1.2467
F -5.4913 1.9689 0.7256
C -2.6773 3.4526 2.1953
C -1.2608 3.2360 2.7652
C -1.1562 2.2227 3.8803
F -1.1696 0.9110 3.4383
H -1.9786 0.2003 1.1873
H -2.5775 3.9261 1.2166
H -3.2097 4.1763 2.8162
H -0.5113 2.9782 2.0070
H -0.9210 4.1850 3.2052
H -0.1881 2.3686 4.3737
H -1.9063 2.3531 4.6621
C 3.2468 1.4908 2.0871
C 2.0029 1.4748 1.2332
O 0.9903 2.0822 1.5448
N 2.0253 0.7459 0.0909
C 3.1092 -0.0600 -0.4448
H 3.0654 2.1098 2.9607
H 3.4927 0.4814 2.4195
H 4.0858 1.9096 1.5296
H 1.1607 0.7861 -0.4277
H 3.3661 0.3170 -1.4307
H 2.7615 -1.0865 -0.5430
H 3.9895 -0.0372 0.1901
C 1.3904 -2.7971 -4.2778
C 2.1646 -1.5399 -3.9777
O 2.8851 -1.4419 -2.9917
N 2.0365 -0.4988 -4.8388
C 1.2320 -0.4288 -6.0444
H 1.5934 -3.5297 -3.5031
H 0.3192 -2.5907 -4.2849
H 1.6973 -3.2110 -5.2403
H 2.5782 0.3096 -4.5787
H 1.8808 -0.2274 -6.8991
H 0.5127 0.3858 -5.9501
H 0.6961 -1.3552 -6.2161
C -1.9151 -3.5729 -0.1378
C -1.0262 -2.7116 -0.9954
O -1.2740 -2.4840 -2.1726
N 0.0826 -2.1816 -0.4193
C 0.5705 -2.3350 0.9425
H -2.7528 -3.9192 -0.7350
H -1.3642 -4.4409 0.2299
H -2.3015 -2.9936 0.7026
H 0.6214 -1.6097 -1.0511
H 0.6280 -1.3478 1.4040
H 1.5707 -2.7735 0.8978
H -0.0714 -2.9708 1.5417

No. 4
A 2-piece molecular cluster, C4H7ClF3O2P overall. Source: the Open Molecules 2025 dataset; level of theory: ωB97M-V with the def2-TZVPD basis set.

* LUMO level (alpha / beta): -0.0088 / -0.0936 hartree
* frontier orbital gap (alpha / beta): 9.411 / 5.569 eV
* total charge: 0
* ΔE to the lowest compared entry with this formula, charge and spin: 4.046 eV

Atoms and positions in Å:
C 2.0538 0.5775 -0.0885
C 1.1202 1.2454 0.8810
C 0.3979 -3.0629 -0.9643
C -2.6221 1.1642 -0.2965
O -1.0057 -0.6885 1.1014
O -0.1403 1.5275 0.4018
F -3.5420 0.1912 -0.3499
F -2.6748 1.8867 -1.4319
F -2.9034 2.0404 0.6971
P -0.9315 0.2383 -0.1188
Cl 0.2935 -2.7964 0.6389
H 1.5306 -0.2434 -0.4067
H 2.2701 1.2118 -0.8990
H 3.0851 0.2795 0.3553
H 1.4232 2.1501 1.3373
H 0.8538 0.5327 1.7845
H -0.0885 -3.9588 -1.2152
H 0.8798 -2.2953 -1.4264

No. 5
C13H7F3IMnNOS as an isolated structure. Source: the Open Molecules 2025 dataset; level of theory: ωB97M-V with the def2-TZVPD basis set.

* multiplicity: 6
* LUMO level (alpha / beta): -0.3273 / -0.3711 hartree
* frontier orbital gap (alpha / beta): 5.646 / 4.227 eV
* total charge: +2

Atoms and positions in Å:
O -2.1937 -2.0906 3.4678
C -2.6478 -1.1859 2.3680
C -3.9655 -0.2161 2.4727
C -4.3372 0.7341 1.1475
C -3.3779 0.7347 -0.2085
I -4.0339 2.0733 -1.8621
C -2.0059 -0.2150 -0.3225
C -1.7209 -1.1682 1.0158
S -0.1558 -2.2572 0.8893
C 1.0630 -1.0951 -0.0137
C 2.6464 -1.0185 0.4053
C 3.6639 0.0218 -0.3513
C 3.0224 0.9508 -1.5696
C 4.0640 1.9935 -2.3056
F 5.4625 1.5074 -2.3484
F 3.5932 2.2702 -3.6830
F 4.0784 3.2295 -1.4367
C 1.4131 0.8595 -1.9996
C 0.3546 -0.1681 -1.2121
N -1.1185 -0.2439 -1.5473
H -3.0406 -2.3037 3.9617
H -4.5988 -0.2210 3.4659
H -5.3182 1.3849 1.2662
H 3.0238 -1.7193 1.2829
H 4.7803 0.0679 0.0046
H 1.0531 1.5570 -2.8865
H -1.4074 0.4405 -2.2800
Mn 1.7035 -3.9223 2.2790

No. 6
A 2-piece molecular cluster, C2H7N3 overall. Source: the Open Molecules 2025 dataset; level of theory: ωB97M-V with the def2-TZVPD basis set.

* SMILES: [H]/N=C\N.C=N
* LUMO level: 0.0356 hartree
* frontier orbital gap: 9.720 eV
* total charge: 0
* ΔE to the lowest compared entry with this formula, charge and spin: 3.567 eV

Atoms and positions in Å:
H 2.6370 -0.9094 0.4687
N 2.8701 -1.4654 -0.3875
C 1.9040 -1.3230 -1.1770
N 1.4226 0.0257 -1.6377
H 1.3529 -2.2284 -1.4899
H 1.9290 0.7818 -2.0694
H 0.3775 -0.0450 -1.6231
C -2.2409 0.9747 1.9178
N -2.5046 1.1144 0.6776
H -1.1743 0.8634 2.2124
H -3.0594 0.7219 2.6193
H -3.5140 1.4894 0.4887

No. 7
A 3-piece molecular cluster, C48H44B3F17NO10P overall. Source: the Open Molecules 2025 dataset; level of theory: ωB97M-V with the def2-TZVPD basis set.

* SMILES: CCOP(=O)(CCCB1OB(CCCCCN)OB(C(F)(F)C(F)(F)C(F)(F)C(F)(F)C(F)(F)C(F)(F)C(F)(F)C(F)(F)F)O1)OCC.O=C1c2ccccc2C(=O)c2ccccc21.O=C1c2ccccc2C(=O)c2ccccc21
* LUMO level: -0.0327 hartree
* frontier orbital gap: 8.443 eV
* total charge: 0
* ΔE to the lowest compared entry with this formula, charge and spin: 0.000 eV

Atoms and positions in Å:
C -0.6794 -0.0031 3.2511
C -2.1816 0.0572 2.9692
O -2.4411 -0.4182 1.6234
P -3.5882 -1.5080 1.4116
O -3.1892 -2.8725 1.7986
C -4.0187 -1.3753 -0.3387
C -3.4237 -0.1996 -1.1391
C -4.4200 0.9409 -1.4132
B -3.7322 2.1921 -2.0376
O -4.1847 3.4764 -1.7301
B -3.1996 4.4368 -1.5405
C -3.4094 5.5808 -0.5097
C -2.6371 5.2582 0.7818
C -3.0878 6.0793 1.9857
C -4.5689 5.9061 2.3765
C -5.0708 4.4528 2.4282
N -6.2613 4.1997 1.5922
O -1.9737 4.2912 -2.2056
B -1.6341 3.0209 -2.5734
C -0.1076 2.5059 -2.6645
F -0.0380 1.1608 -2.4360
F 0.3417 2.7337 -3.9463
C 0.9311 3.1863 -1.7371
F 0.8368 4.5244 -1.8718
F 2.1671 2.8100 -2.1414
C 0.7314 2.7475 -0.2433
F -0.5787 2.3970 -0.1147
F 1.4813 1.6565 0.0043
C 1.0476 3.7707 0.9121
F 0.1941 3.4658 1.9238
F 0.8073 5.0373 0.5473
C 2.4722 3.6994 1.5757
F 2.5590 2.5952 2.3209
F 2.5135 4.7746 2.3984
C 3.7021 3.8138 0.6363
F 3.9937 2.6113 0.1319
F 3.3568 4.6398 -0.3731
C 5.0061 4.4076 1.2635
F 4.8584 5.7177 1.4609
F 5.9552 4.2203 0.3200
C 5.5454 3.7453 2.5671
F 6.8351 3.9939 2.6742
F 4.9317 4.2309 3.6297
F 5.3616 2.4316 2.5216
O -2.6063 2.0930 -2.8425
O -4.8385 -1.0259 2.2766
C -5.3414 0.3188 2.1635
C -6.7503 0.3252 1.5891
H -0.4585 -0.7086 4.0494
H -0.1478 -0.3041 2.3500
H -0.3096 0.9766 3.5496
H -2.5488 1.0824 3.0275
H -2.7228 -0.5592 3.6853
H -5.1082 -1.3537 -0.4084
H -3.6868 -2.3212 -0.7679
H -2.5609 0.2116 -0.6134
H -3.0432 -0.5474 -2.1001
H -4.9292 1.2550 -0.4999
H -5.2017 0.5897 -2.0986
H -4.4786 5.6969 -0.3239
H -3.0249 6.5174 -0.9240
H -1.5838 5.4803 0.6026
H -2.6711 4.1895 1.0205
H -2.9184 7.1394 1.7732
H -2.4670 5.8379 2.8541
H -4.6952 6.3474 3.3677
H -5.1963 6.4986 1.7074
H -4.2835 3.7588 2.1305
H -5.3266 4.2085 3.4625
H -6.5488 5.0382 1.1070
H -6.0715 3.5000 0.8882
H -4.6599 0.9303 1.5670
H -5.3445 0.7488 3.1659
H -6.8858 -0.5178 0.9132
H -7.5002 0.2853 2.3774
H -6.9343 1.2374 1.0177
O 5.9888 -2.7999 -3.5649
C 5.7218 -1.8326 -4.2449
C 5.4490 -1.9688 -5.7052
C 5.4808 -3.2328 -6.2804
C 5.2036 -3.3853 -7.6279
C 4.8925 -2.2762 -8.4073
C 4.8701 -1.0130 -7.8419
C 5.1515 -0.8535 -6.4909
C 5.1371 0.5188 -5.9066
O 4.9273 1.4921 -6.5982
C 5.3867 0.6513 -4.4426
C 5.3462 1.9127 -3.8619
C 5.5482 2.0559 -2.5006
C 5.7946 0.9402 -1.7051
C 5.8510 -0.3158 -2.2846
C 5.6483 -0.4673 -3.6505
H 5.7204 -4.0868 -5.6624
H 5.2266 -4.3707 -8.0739
H 4.6683 -2.3994 -9.4585
H 4.6352 -0.1420 -8.4375
H 5.1493 2.7737 -4.4854
H 5.5082 3.0426 -2.0593
H 5.9444 1.0442 -0.6393
H 6.0495 -1.1928 -1.6839
O -2.0993 -6.6875 4.1316
C -1.1480 -7.0774 3.4899
C -0.4326 -6.1840 2.5352
C -0.8591 -4.8694 2.3921
C -0.1860 -4.0188 1.5315
C 0.9132 -4.4741 0.8125
C 1.3350 -5.7872 0.9413
C 0.6629 -6.6480 1.7987
C 1.1248 -8.0597 1.9071
O 2.0435 -8.4776 1.2338
C 0.4214 -8.9481 2.8780
C 0.8533 -10.2605 3.0252
C 0.2304 -11.0945 3.9372
C -0.8270 -10.6212 4.7071
C -1.2666 -9.3174 4.5578
C -0.6474 -8.4768 3.6413
H -1.7191 -4.5151 2.9414
H -0.5302 -2.9989 1.4224
H 1.4400 -3.8038 0.1453
H 2.1835 -6.1560 0.3819
H 1.6783 -10.6138 2.4225
H 0.5691 -12.1157 4.0520
H -1.3086 -11.2731 5.4240
H -2.0899 -8.9379 5.1468

No. 8
C26H27Cl5CsIN5OS3 as an isolated structure. Source: the Open Molecules 2025 dataset; level of theory: ωB97M-V with the def2-TZVPD basis set.

* LUMO level: 0.0647 hartree
* frontier orbital gap: 5.805 eV
* total charge: -1
* ΔE to the lowest compared entry with this formula, charge and spin: 0.441 eV

Atoms and positions in Å:
Cs -0.4554 1.2242 1.9907
C -4.7230 0.5133 -0.0146
C -3.9621 -0.2713 -1.0770
S -2.1562 -0.0541 -1.1029
C -1.8819 0.9363 -2.5895
C -2.2712 2.4071 -2.5472
S -1.4053 3.3115 -1.2341
C -2.7648 4.0225 -0.2745
C -3.5755 3.0428 0.5658
S -4.9709 2.2787 -0.3249
H -4.2517 0.4037 0.9638
H -5.7268 0.0901 0.0664
H -4.3512 -0.0570 -2.0749
H -4.1122 -1.3342 -0.8784
H -2.3673 0.4553 -3.4439
H -0.8030 0.8521 -2.7473
H -3.3419 2.5175 -2.3910
H -2.0145 2.8732 -3.5011
H -3.4013 4.6171 -0.9330
H -2.2515 4.7202 0.3888
H -3.9593 3.5454 1.4528
H -2.9376 2.2238 0.8869
Cl -1.4314 5.1025 3.3284
C -0.3671 5.4584 1.9628
C 0.5372 4.4821 1.5911
C 1.3110 4.8003 0.4940
Cl 2.4689 3.5854 -0.0610
C 1.2183 5.9973 -0.2106
Cl 2.2294 6.3253 -1.5787
C 0.2858 6.9392 0.2061
Cl 0.1279 8.4391 -0.6459
C -0.5259 6.6743 1.3028
Cl -1.7076 7.8355 1.8101
N 2.1800 -5.0983 -2.6463
C 2.5680 -6.4196 -2.7329
C 2.6842 -7.3002 -3.8023
C 3.1155 -8.5798 -3.5093
C 3.4228 -8.9674 -2.1956
C 3.3038 -8.0854 -1.1403
C 2.8653 -6.7912 -1.4156
N 2.6554 -5.7245 -0.5548
C 2.2427 -4.7531 -1.3192
C 1.8601 -3.4127 -0.8515
C 1.8350 -2.3080 -1.6979
C 1.4236 -1.0894 -1.1873
N 1.0431 -0.9086 0.0730
C 1.0967 -1.9650 0.8819
C 1.4923 -3.2284 0.4748
H 1.7780 -4.5361 -3.3743
H 2.4480 -7.0042 -4.8162
H 3.2184 -9.2995 -4.3110
H 3.7579 -9.9795 -2.0101
H 3.5373 -8.3769 -0.1251
H 2.1469 -2.3758 -2.7326
H 1.3937 -0.2134 -1.8267
H 0.7752 -1.8162 1.9073
H 1.4965 -4.0590 1.1653
N 3.6494 1.9816 5.0322
C 2.5685 2.1534 4.1784
N 2.2498 3.4368 3.8820
O 1.9563 1.1881 3.7369
H 3.8146 2.7159 5.7011
H 3.6863 1.0527 5.4189
H 2.9446 4.1510 4.0178
H 1.5823 3.6040 3.1107
I -2.6817 -1.8905 2.3611
C -3.2255 0.0955 3.3216
H -3.0253 -0.1855 4.3668
H -4.3216 0.0315 3.2389